No. 1
A molecular structure, C6H16FLiNO6. Source: the Open Molecules 2025 dataset; level of theory: ωB97M-V with the def2-TZVPD basis set.

CARTESIAN COORDINATES (ANGSTROEM)
F: 1.412 -1.151 -0.929
O: 2.432 -4.727 0.797
O: -0.378 2.379 -2.390
O: 0.508 -3.579 0.934
O: 1.452 1.877 0.494
O: 1.690 -3.261 -0.836
O: -1.591 0.419 0.366
N: -0.482 1.896 2.447
C: 0.670 -2.222 -0.901
C: -0.695 1.715 -3.570
C: 1.636 -3.929 0.362
C: 2.675 1.689 1.197
C: -2.958 0.109 0.243
C: -0.138 -2.413 0.414
Li: 0.033 1.048 -0.745
H: -0.851 0.639 -3.497
H: 3.512 2.365 1.021
H: -0.534 2.878 2.678
H: -0.016 -2.362 -1.736
H: 0.171 1.723 -4.232
H: -0.630 1.243 3.203
H: -3.251 -0.683 0.931
H: -3.105 -0.174 -0.800
H: -1.190 1.626 1.779
H: 0.289 1.673 1.834
H: -3.739 0.864 0.333
H: -1.543 2.188 -4.066
H: 0.143 -1.714 1.202
H: 2.586 1.744 2.282
H: -1.197 -2.567 0.210
H: 3.089 0.706 0.974

Output
E_tot ... -851.77826 Eh
Net charge ... -1

=====

No. 2
A molecular structure, C6H16FO2Rb2. Source: the Open Molecules 2025 dataset; level of theory: ωB97M-V with the def2-TZVPD basis set.

CARTESIAN COORDINATES (ANGSTROEM)
Rb: -3.803 -3.051 0.361
Rb: -2.538 -0.675 -3.380
F: -2.659 -0.555 -0.574
O: 0.276 -0.927 2.050
O: 0.019 0.921 -0.860
C: -0.952 2.658 -2.114
C: 0.503 -2.542 0.264
C: 1.975 -2.687 2.325
C: 0.231 2.293 -1.207
C: 1.199 -1.806 1.403
C: 0.154 3.102 0.078
H: 0.095 -1.777 -0.408
H: -0.800 2.935 0.590
H: 1.320 -3.292 2.956
H: -1.202 3.705 -1.920
H: -0.245 -0.486 1.376
H: -0.368 -3.083 0.640
H: -0.854 2.469 -3.184
H: 1.845 -1.118 0.829
H: 1.211 -3.135 -0.315
H: 2.616 -3.361 1.760
H: 2.599 -2.052 2.955
H: -0.035 4.159 -0.164
H: 1.188 2.437 -1.704
H: -1.866 2.151 -1.797
H: -0.902 0.665 -0.721
H: 0.992 3.051 0.764

Output
E_tot ... -536.54273 Eh
Net charge ... +1
Energy relative to the best compared isomer or geometry (same formula, charge and spin) ... 158.66 kJ/mol

=====

No. 3
A gas-phase ion, C6H16N (charge +1). Source: the Open Molecules 2025 dataset; level of theory: ωB97M-V with the def2-TZVPD basis set.

CARTESIAN COORDINATES (ANGSTROEM)
N: -1.721 0.381 0.042
C: 0.446 -1.539 1.655
C: 1.179 -0.609 0.682
C: 1.460 0.756 1.351
C: -0.917 0.807 -2.305
C: 0.515 -0.515 -0.697
C: -0.518 0.613 -0.853
H: 2.140 -1.086 0.554
H: 0.040 -1.463 -0.976
H: -1.407 -0.205 0.834
H: -2.455 -0.108 -0.437
H: 0.891 -1.526 2.639
H: 1.296 -0.204 -1.373
H: -0.077 1.250 -2.825
H: -2.099 1.243 0.467
H: 0.414 -2.525 1.223
H: -0.024 1.499 -0.511
H: -0.594 -1.220 1.866
H: -1.825 1.387 -2.464
H: 2.030 1.445 0.750
H: 0.548 1.239 1.717
H: 2.061 0.565 2.234
H: -1.062 -0.160 -2.814

Output
E_tot ... -292.71884 Eh
Net charge ... +1
Energy relative to the best compared isomer or geometry (same formula, charge and spin) ... 14.15 kJ/mol
SMILES string ... CC(C)C[C@@H](C)[NH3+]

=====

No. 4
A gas-phase ion, C6H16N2 (charge -1). Source: the Open Molecules 2025 dataset; level of theory: ωB97M-V with the def2-TZVPD basis set.

CARTESIAN COORDINATES (ANGSTROEM)
N: -1.773 1.942 2.433
N: 2.018 -1.976 -1.290
C: 0.644 -0.563 -2.615
C: 1.191 -0.029 -0.182
C: 0.841 -1.113 -1.213
C: -0.004 0.899 0.061
C: -1.368 0.415 0.583
C: -1.477 0.518 2.125
H: -0.547 0.170 2.612
H: -1.083 2.464 2.955
H: -2.654 2.044 2.919
H: 2.297 -2.324 -0.377
H: -0.040 -1.227 -3.150
H: 0.004 -1.766 -0.824
H: -2.228 -0.101 2.611
H: 1.839 -2.782 -1.882
H: 1.474 -0.457 0.779
H: 0.032 0.364 -2.609
H: 1.518 -0.400 -3.218
H: 0.346 1.767 0.661
H: -0.250 1.413 -0.872
H: -2.194 0.926 0.082
H: -1.487 -0.673 0.452
H: 2.049 0.608 -0.500

Output
E_tot ... -347.63748 Eh
Net charge ... -1
Energy relative to the best compared isomer or geometry (same formula, charge and spin) ... 55.12 kJ/mol
Spin multiplicity ... 2

=====

No. 5
A single C6H16N2 molecule. Source: the Open Molecules 2025 dataset; level of theory: ωB97M-V with the def2-TZVPD basis set.

CARTESIAN COORDINATES (ANGSTROEM)
N: -1.865 -0.318 -0.098
N: -2.537 -2.106 1.538
C: 2.179 2.171 -1.270
C: 2.795 0.147 -0.008
C: -2.348 -1.647 0.068
C: -0.396 0.042 0.502
C: 1.768 1.280 -0.107
C: 0.441 0.646 -0.634
H: -2.466 -3.100 1.726
H: 3.161 -0.195 0.857
H: -3.331 -1.569 -0.397
H: -3.428 -2.057 1.869
H: -1.764 -2.537 -0.446
H: 1.673 3.129 -1.398
H: 3.135 2.483 -1.070
H: 3.550 0.429 -0.733
H: 0.599 -0.268 -1.298
H: 1.942 1.728 -2.239
H: 2.576 -0.762 -0.461
H: -0.534 0.702 1.352
H: -0.074 -0.868 0.958
H: -0.102 1.560 -1.159
H: -2.428 0.468 0.174
H: 1.670 1.989 0.875

Output
E_tot ... -347.60580 Eh
Energy relative to the best compared isomer or geometry (same formula, charge and spin) ... 312.50 kJ/mol
SMILES string ... CC(C)CCNCN

=====

No. 6
2 unconnected molecules or ions with the total composition C6H16N2. Source: the Open Molecules 2025 dataset; level of theory: ωB97M-V with the def2-TZVPD basis set.

CARTESIAN COORDINATES (ANGSTROEM)
N: -1.122 -1.002 1.596
N: -2.207 0.382 0.077
C: 0.595 -1.912 -0.602
C: 0.002 -0.508 -0.609
C: 1.844 1.304 0.417
C: -0.966 -0.205 0.414
C: 0.821 1.686 1.344
C: -0.317 -0.010 -2.013
H: -0.161 -2.671 -0.834
H: -2.644 0.829 0.873
H: 2.097 1.983 -0.390
H: -0.136 0.920 1.103
H: 1.037 -2.165 0.362
H: -1.724 -1.804 1.430
H: -1.185 -0.521 -2.443
H: -0.240 -1.325 1.970
H: 2.682 0.720 0.783
H: 1.038 0.255 -0.280
H: -0.515 1.065 -2.027
H: -2.182 0.999 -0.721
H: 1.014 1.504 2.400
H: 0.534 -0.181 -2.676
H: 0.343 2.650 1.174
H: 1.389 -1.991 -1.347

Output
E_tot ... -347.60617 Eh
Energy relative to the best compared isomer or geometry (same formula, charge and spin) ... 311.53 kJ/mol